<w>
Below is the molecule C4H9NO2, with properties calculated with ωB97M-V/def2-TZVPD.

Each line ends with the natural charge from an NBO analysis.
Atoms and positions in Å:
C  0.43070  2.38757  0.25235  -0.420
N  0.10582  0.98415  0.34698  -0.573
C  -1.07233  0.58199  0.57340  0.446
O  -1.54047  -0.58473  0.12664  -0.490
C  -0.69414  -1.38615  -0.73177  -0.111
C  0.55987  -1.91294  -0.03440  -0.095
O  1.71987  -1.14474  -0.18253  -0.737
H  1.39391  2.67547  0.69283  0.205
H  0.53205  2.52184  -0.82617  0.207
H  -0.35191  3.07270  0.60116  0.177
H  -1.84496  1.09492  1.16312  0.153
H  -1.35658  -2.21798  -0.98252  0.199
H  -0.41533  -0.86525  -1.66094  0.198
H  0.28843  -2.06628  1.02320  0.162
H  0.78297  -2.89329  -0.46519  0.185
H  1.46210  -0.24726  0.10384  0.494

LUMO, eV: 0.9

=====

<x>
Below is the molecule C4H9NO2, with properties calculated with ωB97M-V/def2-TZVPD.

Each line ends with the natural charge from an NBO analysis.
Atoms and positions in Å:
N  -0.69225  -1.16245  -0.42594  -0.841
C  0.44662  -0.34995  -0.05189  -0.065
C  0.46251  -0.14896  1.47141  -0.094
O  0.63701  -1.44475  2.06036  -0.711
C  -0.06780  1.03810  -0.64352  -0.520
C  -0.53161  0.96410  -2.05878  0.420
O  -0.43973  0.01191  -2.89058  -0.513
H  -0.46504  -2.17485  -0.35459  0.375
H  -1.52386  -0.99399  0.14796  0.357
H  1.44448  -0.66191  -0.37151  0.218
H  1.11039  0.73281  1.57338  0.174
H  -0.48252  0.36013  1.82177  0.151
H  1.36601  -1.31241  2.73645  0.477
H  0.66453  1.91589  -0.56242  0.234
H  -1.03750  1.30689  -0.02260  0.227
H  -0.89123  1.91945  -2.42948  0.111

LUMO, eV: 0.7

=====

<y>
Below is a cluster of 2 separate species, C4H9NO2 in total, with properties calculated with ωB97M-V/def2-TZVPD.

Each line ends with the natural charge from an NBO analysis.
Atoms and positions in Å:
C  1.77440  -0.29843  -1.67536  -0.452
N  1.91548  0.69531  -0.64468  -0.346
C  1.57801  1.20010  0.35347  0.404
O  -0.10315  0.66792  1.44221  -0.857
C  -1.19345  0.84135  0.59738  -0.089
C  -1.73863  -0.54387  0.21028  -0.085
O  -0.63901  -1.41010  -0.00997  -0.754
H  0.88912  -0.90374  -1.44861  0.275
H  1.67358  0.21341  -2.63437  0.228
H  2.68068  -0.90719  -1.69193  0.229
H  1.11226  1.66419  1.24988  0.361
H  -1.99578  1.43529  1.06830  0.161
H  -0.91461  1.37913  -0.33738  0.117
H  -2.36631  -0.93700  1.02494  0.155
H  -2.34275  -0.50938  -0.70341  0.167
H  -0.03753  -1.11246  0.70424  0.486

LUMO, eV: 0.8

=====

Stability order, top to bottom: <w>, <x>, <y>

=====

<w>
Below is the molecule C4H9NO2, with properties calculated with ωB97M-V/def2-TZVPD.

Each line ends with the natural charge from an NBO analysis.
Atoms and positions in Å:
O  1.38008  1.36515  0.76809  -0.699
C  0.76450  0.14563  1.06503  0.222
C  -0.85369  0.38934  1.04652  -0.133
O  -1.43417  -0.52339  0.15338  -0.524
C  -0.93404  -0.31567  -1.15845  -0.096
C  0.60344  -0.51924  -1.21424  -0.270
N  1.14422  -0.84337  0.09717  -0.609
H  0.60159  1.89361  0.73129  0.464
H  1.09908  -0.20819  2.05053  0.164
H  -1.20808  1.41588  0.75863  0.150
H  -1.28900  0.22018  2.03550  0.200
H  -1.20973  0.69273  -1.50539  0.160
H  -1.45440  -1.03967  -1.78457  0.194
H  1.10943  0.38915  -1.54804  0.208
H  0.87694  -1.31709  -1.90881  0.205
H  0.80384  -1.74506  0.41337  0.364

LUMO, eV: 0.9

=====

<x>
Below is a structure of composition C4H9NO2, with properties calculated with ωB97M-V/def2-TZVPD.

Each line ends with the natural charge from an NBO analysis.
Atoms and positions in Å:
C  -1.97290  -0.52465  -0.47130  -0.620
C  -0.45920  -0.44626  -0.39988  0.071
O  0.00084  0.79764  -0.90675  -0.663
C  0.10774  -0.48514  1.03120  -0.245
N  1.41767  0.16045  0.97510  -0.665
C  1.34522  1.26482  0.10354  0.815
O  1.46334  2.42658  0.27070  -0.524
H  -2.33318  -1.47094  -0.05150  0.212
H  -2.31238  -0.45710  -1.50842  0.226
H  -2.42022  0.30086  0.09194  0.218
H  -0.00694  -1.26050  -0.98616  0.168
H  1.11334  0.68011  -1.44312  0.351
H  -0.53895  0.08705  1.70538  0.203
H  0.20543  -1.49815  1.43070  0.218
H  2.14539  -0.47326  0.66580  0.392
H  2.09960  0.77726  -1.22007  -0.158

LUMO, eV: 0.6

=====

<y>
Below is a cluster of 2 separate species, C4H9NO2 in total, with properties calculated with ωB97M-V/def2-TZVPD.

Each line ends with the natural charge from an NBO analysis.
Atoms and positions in Å:
H  1.78393  -0.84529  1.19334  0.324
N  1.05441  -0.38113  0.64307  -0.640
C  0.17762  0.12852  1.40985  0.148
C  0.13948  0.09187  2.91020  -0.691
H  -0.65181  0.64680  0.92095  0.190
H  0.99722  -0.44365  3.33056  0.210
H  0.12347  1.11077  3.31405  0.230
H  -0.78308  -0.39773  3.24349  0.231
C  -0.08794  -0.88130  -2.49714  -0.281
O  0.21479  0.51780  -2.58738  -0.493
C  -0.52270  1.30629  -1.81680  0.658
O  -1.46090  0.96345  -1.13832  -0.612
H  0.48962  -1.35600  -3.29031  0.192
H  0.22247  -1.24115  -1.51293  0.222
H  -1.15745  -1.05018  -2.64311  0.193
H  -0.16199  2.34215  -1.89614  0.120

LUMO, eV: 1.0

=====

<z>
Below is the molecule C4H9NO2, with properties calculated with ωB97M-V/def2-TZVPD.

Each line ends with the natural charge from an NBO analysis.
Atoms and positions in Å:
C  -2.01481  -0.84784  -0.32558  -0.621
C  -0.62024  -0.27204  -0.43829  0.101
O  -0.67655  0.94164  -1.15153  -0.734
C  0.12347  -0.10628  0.88593  -0.265
N  1.55666  -0.12682  0.60852  -0.609
C  2.17404  0.99875  0.14946  0.535
O  1.65125  2.09742  0.05709  -0.626
H  -1.97251  -1.84715  0.12203  0.203
H  -2.43269  -0.92940  -1.33250  0.225
H  -2.67160  -0.20882  0.27028  0.212
H  -0.01881  -1.01325  -1.00207  0.131
H  0.03444  1.52512  -0.83669  0.494
H  -0.11535  0.84660  1.37086  0.230
H  -0.09968  -0.91658  1.58919  0.209
H  1.84884  -0.97682  0.14038  0.389
H  3.23353  0.83546  -0.10708  0.125

LUMO, eV: 0.8

=====

Stability order, top to bottom: <z>, <y>, <w>, <x>

=====

<w>
Below is the molecule C4H9NO2, with properties calculated with ωB97M-V/def2-TZVPD.

Each line ends with the natural charge from an NBO analysis.
Atoms and positions in Å:
C  0.31717  -0.93401  1.47485  -0.629
C  1.07076  -0.45450  0.47750  0.489
N  2.32918  0.09694  0.64841  -0.823
O  0.68439  -0.48611  -0.83800  -0.535
C  -0.40065  0.37069  -1.18783  0.380
C  -1.78644  -0.18321  -0.84362  -0.668
O  -0.24098  1.67029  -0.70137  -0.713
H  0.64305  -0.76277  2.49244  0.201
H  -0.50565  -1.59914  1.25663  0.215
H  2.59242  0.80516  -0.01791  0.393
H  2.59236  0.27035  1.61198  0.384
H  -0.28003  0.44260  -2.26843  0.169
H  -2.00969  -0.12408  0.23033  0.216
H  -1.85974  -1.22855  -1.15175  0.224
H  -2.54822  0.39735  -1.38004  0.222
H  -0.59794  1.71900  0.19682  0.475

LUMO, eV: 0.9

=====

<x>
Below is a cluster of 2 separate species, C4H9NO2 in total, with properties calculated with ωB97M-V/def2-TZVPD.

Each line ends with the natural charge from an NBO analysis.
Atoms and positions in Å:
H  -0.76666  -1.04697  1.63621  0.443
N  -0.61381  -2.04666  1.36598  -0.615
C  0.04972  -2.41130  0.44360  0.385
O  0.85388  -1.39688  -0.77019  -0.744
C  1.96126  -0.69068  -0.27494  -0.256
H  0.44190  -2.99727  -0.39673  0.281
H  2.59441  -0.36437  -1.10780  0.180
H  1.65741  0.19010  0.31571  0.144
H  2.60046  -1.30438  0.38441  0.155
C  -1.36074  2.32543  -0.44319  -0.725
C  -1.14793  0.93816  0.06211  0.446
O  -1.40310  0.59204  1.19967  -0.571
H  -1.94698  2.28438  -1.36453  0.238
H  -0.39256  2.75791  -0.70951  0.243
H  -1.86038  2.94575  0.29881  0.233
H  -0.66687  0.22474  -0.63963  0.163

LUMO, eV: 0.9

=====

<y>
Below is the molecule C4H9NO2, with properties calculated with ωB97M-V/def2-TZVPD.

Each line ends with the natural charge from an NBO analysis.
Atoms and positions in Å:
N  0.47308  -0.49601  -1.20039  -0.830
C  0.26003  0.26135  0.04678  -0.069
C  1.48551  0.11710  0.93722  -0.073
O  2.56532  0.74304  0.21493  -0.740
C  -0.90682  -0.45512  0.76819  -0.518
C  -2.16121  -0.43212  -0.04965  0.456
O  -2.45567  0.36484  -0.89358  -0.501
H  1.25799  -0.16566  -1.73721  0.376
H  0.66284  -1.46237  -0.96623  0.340
H  0.03846  1.30227  -0.15990  0.222
H  1.30920  0.58006  1.92317  0.158
H  1.84903  -0.89038  1.16397  0.163
H  3.36947  0.75943  0.71983  0.471
H  -1.07317  0.01356  1.73138  0.239
H  -0.58093  -1.49738  0.83481  0.213
H  -2.91710  -1.17866  0.27823  0.093

LUMO, eV: 0.8

=====

Stability order, top to bottom: <w>, <y>, <x>

=====

<w>
Below is a cluster of 2 separate species, C4H9NO2 in total, with properties calculated with ωB97M-V/def2-TZVPD.

Each line ends with the natural charge from an NBO analysis.
Atoms and positions in Å:
O  -1.68255  0.35680  1.29535  -0.634
C  -0.77778  0.01220  0.57417  0.821
C  -0.30794  0.75503  -0.73461  -0.520
C  1.21932  0.70822  -0.60753  -0.429
C  1.37625  0.33110  0.86533  -0.077
O  0.35786  -0.63561  1.08256  -0.557
H  -0.71635  1.76378  -0.66929  0.231
H  -0.63621  0.36866  -1.71004  0.208
H  1.65612  -0.07847  -1.23479  0.202
H  1.70342  1.65312  -0.86067  0.216
H  2.33945  -0.09893  1.13722  0.198
H  1.16315  1.19989  1.50668  0.170
N  -1.52950  -1.68155  -0.37112  -0.984
H  -1.33353  -1.38877  -1.31635  0.374
H  -2.52393  -1.70134  -0.17666  0.391
H  -1.06460  -2.54820  -0.13936  0.389

LUMO, eV: 0.9

=====

<x>
Below is the molecule C4H9NO2, with properties calculated with ωB97M-V/def2-TZVPD.

Each line ends with the natural charge from an NBO analysis.
Atoms and positions in Å:
C  1.44524  -1.06507  0.42677  -0.618
C  0.18241  -0.21554  0.34573  -0.076
C  0.41444  1.25554  0.69564  -0.067
O  -0.78717  1.98513  0.74163  -0.707
N  -0.45868  -0.32191  -0.95275  -0.635
C  -1.78389  -0.59274  -1.11018  0.527
O  -2.37438  -0.61932  -2.16901  -0.602
H  1.20242  -2.11325  0.22505  0.224
H  1.87843  -0.99709  1.42941  0.219
H  2.21031  -0.74144  -0.29120  0.208
H  -0.55007  -0.60133  1.06487  0.204
H  0.85043  1.33210  1.69211  0.185
H  1.13007  1.70114  -0.01471  0.156
H  -1.16285  1.95547  -0.14819  0.469
H  0.08927  -0.19260  -1.79638  0.403
H  -2.28597  -0.76908  -0.13879  0.109

LUMO, eV: 0.8

=====

<y>
Below is a cluster of 2 separate species, C4H9NO2 in total, with properties calculated with ωB97M-V/def2-TZVPD.

Each line ends with the natural charge from an NBO analysis.
Atoms and positions in Å:
C  2.13537  -0.43408  -1.20365  -0.407
N  0.96542  -0.04153  -0.44148  -0.588
C  1.00732  0.89829  0.48036  0.533
O  0.05595  1.29081  1.19672  -0.595
C  -1.71393  0.64300  0.72830  -0.170
C  -1.80261  -0.79113  0.54579  0.025
O  -1.26823  -1.39523  -0.46139  -0.791
H  2.34190  -1.49748  -1.05069  0.210
H  1.97515  -0.26020  -2.27214  0.206
H  3.01068  0.14080  -0.88597  0.197
H  1.98348  1.38427  0.62347  0.140
H  -2.14985  1.07803  1.62211  0.225
H  -1.71297  1.24164  -0.17841  0.213
H  -1.97125  -1.34322  1.49250  0.155
H  -2.92283  -0.28988  0.37179  0.195
H  0.06640  -0.62411  -0.56733  0.453

LUMO, eV: 0.9

=====

Stability order, top to bottom: <x>, <w>, <y>